[1]
# C36H33CeCl2N4O3PS2

A structure of composition C36H33CeCl2N4O3PS2 (the ωB97M-V functional and the def2-TZVPD basis, the Open Molecules 2025 dataset).

Geometry as XYZ:
```
82
Properties=species:S:1:pos:R:3:mulliken_charge:R:1
C -8.80848 -12.89932 18.41067 0.04
N -17.41542 -13.11431 12.44321 -0.02
H -7.42296 -8.28638 10.20854 0.43
C -10.45837 -11.43055 20.06550 -0.57
C -9.25024 -11.92973 20.57189 -0.49
C -12.03448 -7.52534 14.67894 -0.05
S -10.24268 -12.47869 16.08876 -0.16
H -11.80950 -11.04924 9.93300 0.42
C -15.57010 -12.85254 10.87849 -0.29
C -10.79580 -11.65421 18.74709 0.40
C -15.14832 -12.51164 9.59316 -0.27
C -7.68125 -10.13097 13.57001 -0.60
Cl -12.33706 -10.95340 18.24479 -0.17
N -15.16150 -10.27584 13.69986 0.42
C -11.31731 -12.06259 11.81574 0.97
Ce -12.60999 -11.00826 14.87609 0.80
C -7.41229 -6.75790 18.20208 -0.39
C -15.89396 -12.43869 14.05154 0.39
N -16.01646 -11.11505 13.36256 -0.64
H -11.06358 -14.19561 11.69190 0.37
H -8.98480 -11.69635 21.60525 0.35
C -8.98308 -8.28463 17.31866 -0.16
H -7.74266 -10.64567 14.51126 0.35
O -12.60385 -6.55787 15.17046 -0.69
C -8.47368 -9.00010 13.35969 0.17
C -6.74014 -9.96022 11.39665 -0.40
H -12.93368 -10.83654 11.30014 -0.12
H -11.17293 -10.90522 20.72441 0.34
C -17.41811 -12.30941 8.85975 -0.37
C -17.85740 -12.62813 10.13312 -0.75
H -15.17518 -5.75301 13.62833 0.37
C -6.80041 -10.58585 12.62549 -0.65
N -16.61244 -13.36166 13.58294 -0.77
H -15.71314 -7.75877 9.89501 0.46
C -15.56970 -7.81071 10.95072 -0.83
H -10.22995 -11.96931 11.91700 0.11
C -16.05075 -12.26410 8.57836 -0.76
H -18.16555 -12.11228 8.11102 0.37
H -11.43602 -9.95174 11.28552 0.04
H -6.10237 -10.36252 10.61611 0.36
S -14.83418 -12.64955 15.41958 -0.44
H -12.71111 -13.64682 11.52718 0.29
H -9.00617 -7.49437 11.90331 0.39
H -7.47569 -13.00981 20.07747 0.38
C -15.54451 -9.02762 11.63114 0.34
C -8.72331 -7.86217 16.02182 0.29
C -11.68036 -13.41108 11.25326 -1.51
H -7.48427 -6.52043 14.81656 0.32
C -9.93170 -12.30181 17.80257 0.13
H -14.97474 -7.91435 14.77264 0.35
C -7.52969 -8.84107 11.12757 -0.76
C -7.73706 -6.86426 15.82538 -0.43
H -18.17145 -13.80296 12.44978 0.29
O -11.79912 -11.96191 13.14531 -0.43
H -10.25708 -6.37366 14.14661 0.49
Cl -7.65683 -13.86615 17.49874 -0.23
H -6.84111 -6.34570 18.99208 0.39
C -16.91989 -12.92173 11.15478 0.62
H -15.37733 -5.70201 11.11924 0.36
C -7.06778 -6.35643 16.89994 -0.64
H -8.49951 -8.13992 19.39135 0.44
H -11.56863 -13.48390 10.15810 0.36
C -10.67254 -7.35063 14.05468 -0.60
O -12.53817 -8.72805 14.59350 -0.22
H -6.30500 -5.59323 16.81312 0.37
H -9.66429 -9.11662 17.48635 0.11
C -11.88103 -10.89206 11.02166 -0.71
C -15.17890 -7.86581 13.70490 -0.49
C -8.44879 -12.66674 19.74915 -0.56
H -14.09213 -12.44485 9.40708 0.32
C -15.28220 -6.65118 13.02515 -0.62
H -14.82307 -13.00598 11.64852 0.47
C -8.40107 -8.37285 12.11364 -0.12
C -15.42268 -6.64772 11.65458 -0.40
C -15.30611 -9.04808 13.01102 0.30
H -6.19067 -11.45812 12.79337 0.41
H -18.91344 -12.62548 10.34408 0.38
H -15.76779 -9.96910 11.14450 0.25
H -10.81835 -7.60841 12.98450 0.30
P -9.66023 -8.71179 14.69512 1.04
H -15.67664 -12.09363 7.56910 0.39
C -8.35185 -7.73061 18.40839 -0.61
```

**2S+1**: 2
**E_HOMO (alpha / beta)**: -0.181 / -0.182 Eh
**ΔE to the lowest compared entry with this formula, charge and spin**: 0.00 kcal per mole
**Charge**: -1
**Kohn-Sham gap (alpha / beta)**: 6.812 / 6.823 eV
**Maximum force**: 2.02 eV/Å

***

[2]
# C38H78F9NO13S

A cluster of 11 separate species, C38H78F9NO13S in total (the ωB97M-V functional and the def2-TZVPD basis, the Open Molecules 2025 dataset).

Geometry as XYZ:
```
140
Properties=species:S:1:pos:R:3:mulliken_charge:R:1
H -3.91005 5.29043 -2.10591 0.03
H -4.90493 -5.24378 -5.15074 0.34
C -1.28685 0.24450 -0.32168 -0.17
O 1.11110 -6.58069 -0.95922 -0.40
H -7.00960 -4.24460 -4.57387 0.31
H -1.41978 -2.33164 5.56648 0.26
H -1.03860 -2.83388 3.25061 0.22
C 5.76412 -1.83649 0.67285 -1.09
H -0.57392 -0.76147 -2.08297 0.45
C 0.92036 1.88632 -2.24849 0.78
O -2.18890 -2.74750 -2.13394 -0.34
C -2.47512 -2.51631 5.34072 -0.94
O -1.97686 -2.96872 3.03269 -0.37
C -6.42893 3.59707 -2.05009 -0.76
C 5.89422 3.39442 0.55477 -0.54
H -3.65830 -4.12899 -5.75860 0.29
H 1.71106 0.76660 6.12753 0.33
H 2.12747 -0.81626 5.44137 0.27
C -1.22639 -0.31700 1.25144 -0.06
H 2.25287 -8.34050 0.69480 -0.03
H 6.27406 4.37877 0.84259 0.39
O 4.23395 -2.58291 2.37032 -0.54
H -2.16084 -4.45571 4.43480 0.28
H 5.00796 -2.77120 2.92841 0.30
C 5.20352 -8.25169 3.77420 -1.05
C -3.46403 8.58713 0.62349 -1.04
C -2.12879 3.69407 -2.69055 -0.01
H -0.19786 -0.87327 1.45101 -0.07
H -5.15538 -2.96476 -4.10915 0.18
H -5.37563 0.67368 -2.86814 0.26
H 2.48671 -7.87073 -1.76817 0.25
H -4.77650 2.92121 2.36028 0.25
C -3.69800 4.15195 -2.36445 -0.34
O 0.92992 0.37677 4.27799 -0.33
H -2.91943 -1.54946 5.08246 0.21
H -1.36357 1.41156 -0.36954 0.10
H -6.40306 3.93631 -0.90560 0.19
F 3.85321 7.49464 -2.28846 -0.25
H 4.77655 -0.61503 2.16064 -0.07
H -2.88280 7.40443 -1.08367 0.17
H -5.62058 7.61157 -0.34117 0.28
C 2.34159 2.42630 -2.86029 -0.02
F 2.87761 4.94101 -0.99348 -0.21
H 4.47807 -9.17921 1.96743 0.26
H -2.67383 -0.04816 -3.45344 0.18
C -1.79448 -4.07212 -2.45953 -0.03
H -5.08026 -4.53296 -6.75043 0.32
H 4.09213 0.74800 5.33883 0.42
H 1.84505 -9.78134 -0.26645 0.36
H -2.96535 -2.90184 6.23911 0.37
C 1.99414 0.24471 5.20868 -0.38
F 3.51698 2.24674 -1.97126 -0.06
O 1.43099 1.05632 -0.02933 -0.07
H -0.64413 1.81299 2.14002 0.09
C 2.78075 6.61713 -2.86121 0.56
H -2.51695 -4.47780 -3.17384 0.14
H 1.18760 -0.09715 3.46866 0.11
C 0.99912 0.51298 -1.35835 -0.76
H -4.33491 9.14165 0.98801 0.34
H -4.22594 5.85890 4.28771 0.34
C -4.90411 3.04206 -2.40324 0.43
H 4.21094 -8.09140 4.20777 0.27
F 2.61843 1.56713 -4.07238 -0.38
H -3.97276 8.74980 -1.47306 0.27
C -2.95768 1.05792 -3.16947 -0.58
H 5.51930 2.88470 1.44837 0.16
C 3.15850 5.04056 -2.44920 0.48
H -0.18825 0.50300 -3.82368 0.34
H -2.45184 1.32845 2.44708 0.22
O -6.87975 -3.44518 -5.11247 -0.54
H -6.54877 4.59666 -2.68964 0.25
H -1.32639 4.54134 -2.60481 0.17
C 2.34066 3.97473 -3.38692 0.63
H 5.04024 3.52856 -0.11718 -0.11
C -4.60578 4.87455 3.99989 -1.17
C -3.74739 7.97571 -0.73308 -0.03
C 5.11656 -8.34210 2.26468 -0.19
H 6.10679 -8.48930 1.82269 0.27
C -4.73262 -4.33192 -5.73178 -1.11
H 5.55121 -2.71645 0.05703 0.31
H -3.25245 7.80589 1.36092 0.20
H 5.62978 -9.16639 4.19573 0.33
H -2.60893 9.26713 0.57381 0.33
C -2.61432 -3.49050 4.18923 -0.32
H -1.53636 -2.39325 -1.50569 0.10
H 6.62891 -2.08586 1.29635 0.42
H 0.78305 -8.31099 -1.99912 0.29
H -1.05736 0.48304 3.42764 0.17
H 0.16424 2.26046 -4.40617 0.46
C -1.35211 0.90492 2.36474 -0.66
H 3.69934 -1.25908 0.90586 -0.11
F 1.00738 4.55777 -3.65513 -0.26
F 1.50278 7.07162 -2.19548 -0.22
H 0.56525 -8.77449 0.45273 0.26
H -2.32769 -0.16520 -0.73873 0.28
H 5.82400 -7.40164 4.07626 0.32
C 1.54691 -8.75558 -0.03192 -0.67
H -2.11169 -1.06161 1.49738 0.28
S 2.32327 -0.78863 -1.81043 -0.19
C 6.97697 2.57160 -0.11232 -0.30
H -1.45495 -5.94815 -1.44117 0.35
H -7.25999 2.80427 -2.27310 0.31
H 5.13465 -6.41200 2.00112 0.25
H -2.73475 -4.94130 -0.72199 0.27
C 1.50552 -7.90531 -1.28480 -0.30
C -3.52303 4.05173 3.33280 -0.10
F 3.05816 3.96095 -4.71695 -0.30
O 0.63561 2.87199 -1.19443 -0.24
H 7.81878 2.42136 0.57001 0.32
H 1.59207 -1.81818 -2.48549 0.09
C -1.70001 2.15765 -3.09900 0.18
H 3.53762 0.33267 3.69982 -0.29
H 6.03105 -1.00267 0.01744 0.18
O -4.03488 2.77711 2.97285 -0.50
H -0.81329 -4.03754 -2.94289 0.20
H -5.45976 5.00869 3.32794 0.32
H 3.11736 1.89567 4.38933 0.24
O 1.41246 3.30004 1.22001 -0.60
F 2.78156 6.85785 -4.32170 -0.21
C -4.52933 1.49634 -2.80330 -0.66
O -4.85603 7.09288 -0.64519 -0.50
H -3.66961 -3.65527 3.95258 0.29
C -5.48812 -3.16381 -5.13250 -0.06
C 1.18557 2.52354 0.15784 0.60
C 4.56702 -1.48613 1.53226 0.60
O 4.55581 -7.14830 1.73878 -0.45
C 3.26282 0.83781 4.63155 -0.38
H 5.72350 1.44108 -1.08484 0.25
H -2.68122 3.90149 4.01513 0.33
C -1.75309 -4.92239 -1.20664 -1.06
H -1.04713 -4.50731 -0.47993 0.30
H -4.98071 4.36483 4.89349 0.32
N -0.21260 -0.37005 -1.18693 0.12
H -5.33094 -2.25996 -5.72843 0.28
F 4.62340 4.90484 -2.75833 -0.29
H 7.34794 3.06843 -1.01405 0.26
O 6.46512 1.29698 -0.47227 -0.50
H 1.76364 -6.22644 -0.33096 0.25
H -3.15206 4.54856 2.43107 0.18
C -0.18698 1.63503 -3.45131 -0.14
```

**SMILES**: CCCN[C@]1(S)OC(=O)O[C@@]1(Cc1ccc(C)cc1)C(F)(F)C(F)(F)C(F)(F)C(F)(F)F.CCO.CCO.CCO.CCO.CCO.CCO.CCO.CCO.CCO.CCO
**2S+1**: 1
**E_HOMO**: -0.310 Eh
**Kohn-Sham gap**: 8.315 eV
**Maximum force**: 10.19 eV/Å

***

[3]
# C29H37N3OPt

A structure of composition C29H37N3OPt (the ωB97M-V functional and the def2-TZVPD basis, the Open Molecules 2025 dataset).

Geometry as XYZ:
```
71
Properties=species:S:1:pos:R:3:mulliken_charge:R:1
H 1.88007 -0.13403 -4.63674 0.30
H -1.34511 4.52151 0.73344 0.25
C 2.82152 0.36732 1.63504 -1.32
H 2.74314 -2.96105 1.27789 0.48
C 3.46000 -2.69223 -3.45971 -4.46
H -0.10178 -5.14450 -1.46284 0.28
H 1.31204 3.68411 -1.30541 0.36
H 1.53048 -3.29993 0.02087 -0.08
C 2.13680 -4.56859 -2.73295 -4.01
H 0.67939 1.90462 -2.20706 0.21
H -1.71275 -3.29720 1.87620 0.38
C -1.13437 -2.91818 1.02041 -1.34
H -0.99498 -3.64428 -1.75517 0.00
C -0.30850 -1.74610 1.41416 0.80
C -2.24512 -0.28012 2.38010 -1.75
C -0.30216 -4.36113 -2.20962 -1.45
C -3.06432 2.46458 -1.98933 -0.82
C 0.99407 -3.75663 -2.66313 3.09
C 1.46267 -0.23566 1.68379 0.71
C -2.05423 -0.66916 -3.38526 -0.58
C 0.14825 1.75656 2.75670 -1.50
C 1.11728 -1.55880 1.19615 0.24
H 0.82788 2.92063 0.25702 -0.13
N -1.57958 -0.23849 -2.15179 0.84
H -2.91002 -1.01007 1.90164 0.41
H -2.55153 0.72983 2.07199 0.41
C -3.22929 3.84465 -2.01344 -0.77
H -0.50740 -3.73119 0.63710 0.37
C 2.06507 -2.50045 0.54384 -0.86
C -0.36494 -0.78865 -1.90317 -2.30
H -2.74472 -0.11408 -0.35904 0.49
H -3.00448 -0.33620 -3.76297 0.55
H -1.85651 -2.64298 0.23340 0.17
H 2.68430 -1.97436 -0.19762 0.14
C 3.36515 -4.05181 -3.14768 6.41
H -1.07764 -1.99840 -4.83691 0.47
N -0.05593 -1.55987 -2.97470 1.22
H 4.40731 -2.26203 -3.78524 -0.71
H 5.31037 -4.71431 -2.49194 0.31
H -3.84594 4.30190 -2.78423 0.35
C 1.10915 -2.41163 -3.03608 -2.69
H -3.55411 1.80292 -2.70349 0.17
H 3.38734 0.13964 2.55215 0.33
C 1.44909 2.81403 -0.64587 -0.73
H -2.39877 -0.35455 3.46738 0.32
H -2.70792 5.68919 -0.99819 0.35
H 5.06481 -4.78549 -4.23995 0.31
C 0.26330 0.37953 2.20870 0.16
C -2.22860 1.90022 -1.00936 0.33
Pt 0.01398 -0.11333 -0.14893 1.38
H 4.29015 -5.98739 -3.18815 0.75
C -1.82810 3.95491 -0.06521 -0.28
C -0.82337 -0.54386 2.03643 0.26
C -1.98314 0.43981 -0.93235 -0.84
H 2.50032 2.67648 -0.37915 0.22
C -2.60327 4.61193 -1.03254 -0.76
C -1.11495 -1.47866 -3.90592 -0.96
H 3.52661 -0.20972 -3.99977 0.29
H 3.39781 -0.03402 0.78925 0.18
C 4.57122 -4.93404 -3.27233 -1.46
H 2.77028 1.46116 1.53860 0.30
C 2.33763 -1.85418 -3.39739 3.35
O 1.05381 1.62601 -1.35710 0.16
H -0.82575 -4.84975 -3.04514 0.51
H 2.04231 -5.62352 -2.47021 -0.85
H 2.20619 0.27855 -2.93147 0.05
H -0.82573 2.20297 2.51227 0.22
N -1.63312 2.63500 -0.06980 0.17
C 2.47534 -0.40409 -3.75226 -1.11
H 0.93277 2.41253 2.35720 0.37
H 0.25151 1.75112 3.85266 0.34
```

**2S+1**: 3
**E_HOMO (alpha / beta)**: 0.095 / 0.001 Eh
**ΔE to the lowest compared entry with this formula, charge and spin**: 12.59 kcal per mole
**Charge**: -2
**Kohn-Sham gap (alpha / beta)**: 1.729 / 4.191 eV
**Maximum force**: 3.92 eV/Å

***

Q: The lowest maximum force belongs to which entry?
A: C36H33CeCl2N4O3PS2

***

Q: Which of these has the lowest maximum force?
A: C36H33CeCl2N4O3PS2